Arrangement 1

22
Properties=species:S:1:pos:R:3 method="wB97M-V/def2-TZVPD" gap_ev=7.668 total_charge=-1 homo_energy_ev=-4.03
O 0.620 0.210 1.616
O -1.244 2.192 1.939
O -0.307 -2.292 1.466
O -1.744 -1.766 -0.872
O 1.505 -1.434 -2.229
N 0.002 0.840 -0.505
C 0.376 1.509 -1.761
C 1.078 0.827 0.464
H -2.266 -0.976 -0.668
H -0.076 1.025 -2.633
H 2.047 0.372 0.106
H -0.582 1.469 2.135
H -0.744 2.780 1.366
H 0.342 -1.567 1.299
H 1.457 1.460 -1.869
H 1.521 1.771 0.859
H 0.600 -1.726 -2.335
H -0.797 1.312 -0.110
H -0.941 -1.896 2.047
H -0.014 2.535 -1.840
H -0.933 -1.385 -0.487
H 1.607 -0.901 -1.441

***

Arrangement 2

22
Properties=species:S:1:pos:R:3 method="wB97M-V/def2-TZVPD" gap_ev=9.146 total_charge=-1 homo_energy_ev=-5.32
O 1.914 0.137 -0.483
O 1.186 1.709 1.602
O 1.952 -2.122 0.773
O -1.486 0.835 2.159
O 0.262 0.499 -2.292
N -2.364 -0.733 -0.033
C -0.908 0.498 -1.529
C -1.135 -0.868 -0.861
H 1.292 -1.852 1.421
H 1.011 0.426 -1.569
H -0.892 1.298 -0.768
H -1.843 0.545 1.302
H -1.781 0.634 -2.183
H -2.435 -1.445 0.686
H -0.421 -1.127 -0.093
H -0.612 1.180 1.883
H 1.598 1.354 2.386
H 1.557 1.225 0.820
H 2.773 0.294 -0.886
H -1.146 -1.650 -1.626
H 2.088 -1.224 0.315
H -3.259 -0.801 -0.509

***

Most stable: arrangement 2

***

Arrangement 1

55
Properties=species:S:1:pos:R:3 method="wB97M-V/def2-TZVPD" gap_ev=8.111 total_charge=0 homo_energy_ev=-8.62
O -3.215 -2.774 0.603
O -0.625 -0.798 -2.588
O 4.611 -1.082 0.450
O 3.041 -3.019 0.645
N 0.195 -0.081 1.492
N -1.757 -2.070 -1.031
C 3.838 1.150 0.210
C -2.654 1.404 -1.641
C -3.264 -0.513 -0.298
C -1.901 0.231 2.614
C -4.264 0.191 0.340
C -2.468 0.087 -1.276
C 0.451 -3.146 -0.880
C 3.638 -0.321 0.449
C 1.414 1.581 0.188
C 2.582 1.036 -1.969
C 2.278 -0.785 0.641
C -3.662 2.116 -0.997
C -0.838 0.873 1.772
C 1.217 0.215 0.796
C -4.451 1.520 -0.025
C -1.486 -0.918 -1.752
C -2.805 -1.913 -0.131
C 0.702 -2.779 0.593
C 2.969 3.236 -0.862
C -1.035 -3.315 -1.184
C 2.057 -2.149 0.678
C -2.670 0.886 3.463
C 2.700 1.749 -0.620
H 0.841 -2.358 -1.527
H -3.430 0.390 4.041
H 3.529 1.075 -2.503
H 1.394 2.314 1.003
H -1.292 1.246 0.839
H 0.685 -3.681 1.205
H -1.157 -3.665 -2.214
H -5.224 2.099 0.458
H -2.572 1.949 3.616
H -3.831 3.150 -1.258
H 2.303 -0.007 -1.840
H -1.500 -4.029 -0.500
H 3.910 -2.508 0.594
H 3.871 3.366 -1.456
H 2.139 3.691 -1.399
H -0.433 1.753 2.292
H 3.880 1.645 1.185
H 1.820 1.510 -2.584
H -4.873 -0.278 1.096
H -2.004 -0.836 2.481
H -2.036 1.861 -2.400
H -0.044 -2.076 0.954
H 0.973 -4.071 -1.127
H 0.543 1.791 -0.444
H 3.101 3.766 0.079
H 4.806 1.290 -0.276

***

Arrangement 2

55
Properties=species:S:1:pos:R:3 method="wB97M-V/def2-TZVPD" gap_ev=8.218 total_charge=0 homo_energy_ev=-8.61
O -0.679 0.805 2.344
O 5.474 -0.027 0.823
O -2.980 2.147 -1.353
O -2.295 -1.085 -1.548
N 3.285 -0.448 1.167
N -1.594 1.689 0.421
C -1.003 -1.400 -1.241
C 0.095 -1.143 -2.052
C -2.886 0.175 1.541
C -2.760 1.559 -0.324
C -4.680 -1.250 2.147
C 1.362 -1.528 -1.640
C 3.254 1.997 -0.708
C 1.569 -2.171 -0.429
C 3.918 1.813 0.671
C -5.388 -0.837 1.029
C -2.578 -0.600 -2.841
C 1.915 2.735 -0.642
C 4.328 0.364 0.889
C -0.523 2.587 0.039
C 0.462 -2.410 0.382
C -4.856 0.093 0.143
C 0.815 1.857 -0.054
C 3.402 -1.880 1.281
C -3.412 -0.747 2.421
C -1.583 0.881 1.548
C 2.949 -2.592 -0.004
C -3.599 0.588 0.414
C -0.803 -2.033 -0.013
H 1.088 1.538 0.952
H 0.590 -2.912 1.329
H -6.370 -1.247 0.843
H 1.626 3.036 -1.652
H 3.232 2.107 1.467
H -1.663 -2.233 0.607
H -5.403 0.418 -0.728
H 3.088 1.022 -1.170
H 2.203 -1.326 -2.287
H -2.162 0.400 -2.999
H -0.021 -0.648 -3.003
H -2.209 -1.282 -3.612
H 2.025 3.644 -0.046
H -2.854 -1.064 3.289
H 4.455 -2.102 1.472
H -3.663 -0.540 -2.898
H 2.970 -3.669 0.174
H 3.932 2.549 -1.359
H 2.802 -2.214 2.132
H 2.348 -0.077 1.145
H 3.660 -2.363 -0.800
H -0.808 3.010 -0.929
H -0.458 3.397 0.773
H -5.119 -1.976 2.816
H 4.812 2.430 0.748
H 0.690 0.966 -0.674

***

Arrangement 3

55
Properties=species:S:1:pos:R:3 method="wB97M-V/def2-TZVPD" gap_ev=9.453 total_charge=0 homo_energy_ev=-9.04
O 0.515 -4.469 -4.384
O -2.021 1.985 -1.722
O -1.559 0.562 2.403
O -4.249 -0.722 -2.537
N -1.151 2.093 -0.691
N 0.508 1.117 1.685
C 2.519 2.503 1.066
C -2.898 -3.993 -3.246
C 0.893 2.175 3.851
C -3.321 -1.642 -2.918
C 1.407 1.536 0.634
C -1.596 -3.715 -3.666
C -3.745 -2.973 -2.877
C 3.347 2.457 3.913
C 3.563 1.256 2.997
C -0.812 0.928 1.506
C -1.422 1.134 0.159
C 2.054 3.573 2.062
C -2.844 0.947 -1.498
C 2.033 3.134 3.531
C -0.622 -4.754 -4.075
C -2.026 -1.353 -3.338
C 3.758 1.768 1.576
C 0.999 0.882 3.038
C -2.519 0.362 -0.310
C -1.184 -2.384 -3.703
C 2.397 0.268 3.110
C -1.108 -6.184 -4.092
C -3.895 0.639 -2.516
H -2.971 -0.477 0.173
H 2.495 -0.507 2.347
H -1.663 -0.339 -3.386
H 4.609 2.454 1.566
H -0.074 2.636 3.646
H 0.806 2.032 -0.128
H -0.176 -2.172 -4.029
H 3.996 0.942 0.902
H 0.923 1.927 4.914
H -3.258 -5.009 -3.200
H 4.181 3.154 3.807
H 1.901 4.034 4.143
H 2.737 4.423 1.980
H 1.060 3.921 1.773
H -1.963 -6.282 -4.757
H 1.874 0.651 0.179
H 4.475 0.729 3.301
H -4.752 -3.175 -2.549
H 3.307 2.138 4.957
H -1.406 -6.488 -3.091
H -4.822 1.164 -2.261
H 2.471 -0.225 4.083
H -0.305 -6.830 -4.438
H 2.810 3.024 0.145
H -3.560 0.987 -3.503
H 0.291 0.160 3.466

***

Most stable: arrangement 2